1.
C22H24ClN4O2PPdS5 | ωB97M-V with the def2-TZVPD basis set

```
60
Properties=species:S:1:pos:R:3:forces:R:3:lowdin_charge:R:1
S 2.2109 -2.0903 1.3388 0.08 0.10 0.05 0.697
Pd 0.4808 -1.0716 0.2683 -0.10 -0.07 -0.28 0.257
H -3.3495 -1.1916 3.1904 0.01 0.02 0.01 0.112
C -1.0175 -2.0250 -4.4819 0.00 -0.01 0.00 -0.102
C 1.9811 0.2697 2.7416 -0.22 -0.09 -0.14 -0.647
C 0.3866 -2.1853 -2.4990 -0.03 0.00 0.00 -0.381
C 1.1347 -0.9727 -4.4779 0.01 -0.01 -0.03 -0.127
H 1.9070 -0.3856 -4.9569 0.00 0.00 0.00 0.098
H -1.5246 5.8656 0.1662 0.00 0.00 0.00 0.075
H -1.1061 -4.3236 2.6553 -0.02 -0.02 0.01 0.119
N 6.4282 -0.8080 5.5741 0.01 -0.02 -0.01 0.161
S -2.6082 -4.5876 0.2601 -0.01 -0.05 0.00 0.535
C -2.4274 -3.4195 1.4326 -0.03 0.02 -0.04 -0.939
S 0.9655 2.2017 -0.9064 -0.16 -0.04 -0.04 0.260
C 2.7020 -0.9313 2.4971 0.01 -0.04 0.03 -0.670
H -3.1955 -1.7629 0.5088 -0.02 -0.02 0.03 0.076
H -0.2165 -0.9075 -6.1400 0.00 0.00 0.00 0.095
C -1.4273 3.7911 0.6831 0.03 -0.04 0.03 -0.315
C -0.0518 -1.2666 -5.1317 0.03 -0.02 -0.01 -0.120
H -2.7605 4.8673 -0.6246 0.00 0.00 0.00 0.079
H -1.7386 2.1625 -5.6103 0.00 0.00 0.00 0.073
H -1.0815 4.8081 -1.1833 0.00 0.00 0.00 0.062
C -2.4966 -1.3641 2.5283 -0.03 0.00 0.02 -0.163
C 0.5739 -2.6379 -1.0997 -0.01 0.05 0.01 -0.313
H -0.3692 3.7693 0.9503 0.00 0.01 0.00 0.070
C -2.0568 2.5059 -4.6245 0.00 -0.01 -0.01 -0.074
C -0.7953 -2.4727 -3.1909 -0.01 0.01 0.01 -0.085
C 3.5744 0.9244 4.4508 -0.13 0.01 -0.07 -0.194
H -0.1440 2.1348 -3.6776 0.00 0.00 -0.01 0.096
H -3.1037 2.2355 -4.4847 0.00 0.00 0.00 0.077
C 3.8618 -1.1715 3.2651 0.04 0.02 0.05 -0.063
H -0.2123 -3.3360 -0.8114 0.00 -0.02 -0.01 0.009
O -1.6527 2.3441 -2.2819 -0.07 -0.02 0.02 -0.347
H 1.8813 2.0873 3.8814 -0.01 0.00 0.00 0.117
H -1.9490 -2.2634 -4.9804 0.00 0.00 0.00 0.098
H -2.0931 -0.4033 2.2104 0.03 -0.02 -0.01 0.064
H -1.9708 3.5926 -4.5905 0.00 0.00 0.00 0.074
H 4.4246 -2.0792 3.0932 -0.01 0.00 0.00 0.116
H -1.5561 -3.0484 -2.6754 0.00 0.00 0.00 0.101
H -1.2756 0.7773 -3.5826 0.00 0.02 0.00 0.076
C -1.7186 4.8994 -0.3042 0.00 0.02 -0.01 -0.088
S -1.4400 -0.1865 -0.8769 0.00 -0.13 0.18 0.396
N -2.9017 -2.1645 1.3836 0.01 0.01 -0.01 0.000
P -0.9480 1.7563 -0.9615 0.36 0.15 -0.05 -0.138
Cl 2.8459 -1.0403 -2.4058 0.00 -0.01 0.00 0.669
C 5.4808 -0.5706 4.9682 -0.02 0.04 0.02 -0.180
N 4.3634 2.6339 6.2189 -0.03 -0.01 0.01 0.157
N -1.7768 -3.5739 2.6237 0.04 0.03 -0.01 0.013
O -1.7951 2.4983 0.1757 -0.10 0.00 -0.03 -0.355
C 4.2928 -0.2774 4.2151 0.07 -0.09 -0.01 -0.189
C 1.3405 -1.4357 -3.1885 0.02 0.01 0.02 -0.614
H -1.5319 -2.2676 4.2791 -0.01 -0.01 0.00 0.111
H -0.4328 -1.9677 2.9088 0.00 0.02 0.02 0.060
H -2.0174 3.9039 1.5924 0.00 0.01 0.00 0.115
C -1.4457 -2.2648 3.1937 0.00 -0.02 -0.03 -0.158
C 2.4385 1.1748 3.7162 0.12 0.05 0.13 -0.055
H 1.5487 -3.1113 -0.9804 0.00 0.00 0.02 0.005
C -1.1967 1.8667 -3.5613 0.01 0.01 0.04 -0.317
C 4.0142 1.8678 5.4358 0.05 0.02 -0.01 -0.186
S 0.5473 0.6277 1.8830 0.08 0.15 0.14 0.695
```
Positions in Å, forces in eV/Å.

HOMO-LUMO gap (spin up / spin down): 7.416 / 5.332 eV
total charge: -1
energy: -4142.85992 hartree
energy above the lowest of the compared OMol25 structures with the same formula, charge and spin: 0.316 eV
2S+1: 2
HOMO level (spin up / spin down): -0.1983 / -0.2035 Eh



2.
C22H24CoN14O2 | ωB97M-V with the def2-TZVPD basis set

```
63
Properties=species:S:1:pos:R:3:forces:R:3:lowdin_charge:R:1
H -5.0965 -1.8044 2.0066 0.03 0.00 -0.04 0.110
N 1.7029 -0.8127 0.7163 -0.47 -0.55 -0.42 0.023
C 0.7513 1.7008 2.1612 -0.02 -0.08 -0.02 -0.105
C 2.1170 0.8396 4.0765 -0.17 0.01 0.01 -0.009
C 2.6283 -0.2055 4.7134 -0.08 -0.07 0.00 -0.034
N 2.2327 -2.8548 -0.4320 -0.15 0.14 -0.07 0.149
C -2.2490 0.6571 -2.2790 -0.05 -0.21 0.10 -0.109
H -3.7063 -3.5582 0.8728 0.05 0.02 0.03 0.107
C 1.2947 0.4683 2.8564 -0.09 -0.63 0.13 -0.437
H 0.3564 2.3794 2.9270 -0.05 0.07 -0.05 0.128
N 0.2872 -0.5207 3.2400 0.02 -0.14 0.09 0.135
C -3.3077 -2.5752 1.0846 -0.04 -0.06 0.14 -0.051
C -1.6063 1.2507 1.7359 0.06 -0.11 -0.12 -0.112
N -0.3445 -2.1506 -2.6275 0.14 0.08 -0.16 -0.084
C -3.5116 -0.3607 1.9395 -0.03 0.04 0.11 -0.018
N 1.0053 -0.1005 -4.4744 -0.02 -0.24 0.34 0.159
C -4.0760 -1.6008 1.7048 0.04 0.02 0.01 -0.054
O 1.0079 0.6272 -2.1132 0.25 0.25 -0.47 -0.109
H -3.0654 1.2339 -4.1725 0.03 0.00 0.07 0.106
H 0.2563 0.1201 -5.1180 -0.06 -0.03 -0.07 0.153
C -2.2090 -0.1206 1.5264 0.12 0.01 0.05 -0.262
C 0.8458 -1.5365 3.7910 -0.03 0.11 -0.09 -0.092
H 2.1460 1.8668 4.4236 0.12 -0.07 -0.07 0.109
H 0.2574 -2.4320 3.9906 0.07 0.09 -0.06 0.112
H 3.1518 -0.1757 5.6605 0.06 0.04 -0.12 0.106
H -2.1975 3.5781 -3.9668 0.01 -0.03 0.02 0.111
N -0.2745 1.4573 1.1269 -0.07 0.04 -0.05 -0.165
N 0.4383 -2.8619 -3.3759 -0.02 0.07 0.13 -0.117
C -0.2756 2.5568 0.1507 0.01 -0.07 0.01 -0.122
N 0.2114 -2.0332 -1.4047 -0.05 0.14 -0.23 -0.047
H 0.6249 -0.1966 -3.4780 -0.26 -0.05 0.04 0.088
H 1.3865 -1.0211 -4.6855 0.09 -0.08 -0.17 0.131
H 0.7468 2.6991 -0.2128 0.03 0.00 0.07 0.126
C 1.7701 1.4331 -2.7620 -0.25 -0.11 0.63 -0.620
C 1.3650 -2.6988 -1.4853 -0.19 0.03 0.07 -0.464
H 1.8131 1.8401 -4.8996 -0.04 -0.05 -0.12 0.126
C -1.3205 3.1994 -2.0468 -0.05 0.16 -0.04 -0.009
N 1.5384 -3.2228 -2.6876 0.11 -0.11 -0.17 0.031
H -1.3540 -3.0047 0.2940 -0.01 0.08 -0.12 0.107
H 2.7654 -2.3935 4.4211 0.07 -0.03 0.02 0.130
C 2.3342 -1.4933 4.0047 -0.67 -0.04 -0.33 -0.229
H -1.5379 1.4011 2.8134 0.01 0.04 0.05 0.126
C -2.5008 1.5481 -3.3032 -0.12 0.07 -0.07 -0.060
C -2.0252 2.8502 -3.1832 0.07 -0.09 0.06 -0.050
Co 0.0418 -0.2826 -0.2965 0.66 -0.20 0.79 0.675
H -4.0674 0.4229 2.4415 -0.01 -0.02 -0.07 0.119
N -1.5645 0.9894 -1.1784 0.15 0.31 -0.42 0.069
N -1.4652 -1.0615 0.9494 -0.71 0.08 -0.19 0.047
C 1.9715 0.9946 -4.2401 0.24 0.15 0.35 -0.048
H 2.8828 -3.6198 -0.4606 0.03 0.01 0.03 0.140
H -0.9042 4.1932 -1.9299 -0.05 -0.05 0.04 0.126
N 2.2284 -0.2389 1.9141 0.74 0.82 -0.48 -0.039
C 2.2856 -2.0335 0.6753 -0.03 0.37 0.68 -0.455
C -2.0042 -2.2671 0.7462 0.12 -0.09 0.07 -0.100
N 2.9279 -1.2862 2.5925 0.90 0.12 0.26 -0.070
N 2.9740 -2.3992 1.7193 -0.31 -0.17 0.03 0.083
H -0.6096 3.5015 0.6011 -0.03 0.03 -0.01 0.140
H -2.5867 -0.3732 -2.3299 0.09 0.05 -0.04 0.110
O 2.3276 2.4470 -2.3798 -0.10 -0.04 -0.07 0.048
H 1.6165 2.1771 1.7008 -0.02 0.03 -0.08 0.137
H 2.9921 0.6340 -4.3343 -0.01 -0.03 -0.14 0.134
H -2.3105 1.9894 1.3441 0.00 0.04 0.01 0.130
C -1.1123 2.2405 -1.0649 -0.04 -0.06 0.16 -0.258
```
Positions in Å, forces in eV/Å.

HOMO-LUMO gap (spin up / spin down): 5.543 / 5.534 eV
total charge: 0
energy: -3152.50943 hartree
energy above the lowest of the compared OMol25 structures with the same formula, charge and spin: 3.764 eV
2S+1: 4
HOMO level (spin up / spin down): -0.1994 / -0.2003 Eh



3.
C22H24INOPSTa | ωB97M-V with the def2-TZVPD basis set

```
52
Properties=species:S:1:pos:R:3:forces:R:3:lowdin_charge:R:1
S 1.8432 -1.8272 -2.5126 -0.04 0.03 0.00 1.211
H 0.7881 4.6146 -0.3650 0.01 0.00 0.00 0.142
C -2.9099 1.2059 0.3409 0.05 0.19 -0.19 -0.304
C -0.4523 -2.0906 4.6453 0.01 0.01 0.01 -0.008
C -2.5610 1.2722 2.7222 -0.02 -0.14 -0.04 -0.026
C 2.4660 -1.7190 -5.0811 0.00 -0.03 -0.01 -0.183
C -0.8699 -1.4300 3.5097 0.04 -0.06 -0.08 -0.081
C 1.2846 -2.6814 -5.0081 0.01 0.01 -0.01 -0.182
C 2.3693 3.1776 -0.6041 0.03 -0.01 0.00 0.036
H 3.4164 -2.2519 -5.0112 0.00 0.01 0.00 0.142
H -1.9573 1.0706 3.5974 0.01 0.01 0.00 0.129
C 0.0639 -0.6531 2.7960 0.23 0.06 0.06 -0.373
H 1.9790 -3.9752 -3.3699 0.01 0.01 0.00 0.128
H 1.1906 -2.5116 5.9614 0.00 0.00 0.00 0.143
N -2.4481 0.9311 -1.0604 -0.07 -0.06 -0.03 -0.043
H 0.2799 -3.5245 -3.1799 0.01 -0.02 0.01 0.106
H 0.3508 -2.1857 -5.2773 0.00 0.01 0.01 0.133
H 2.1087 0.0773 2.6918 0.00 -0.03 0.01 0.111
C 0.2002 2.6675 0.2963 0.08 0.02 -0.01 -0.046
H -5.5291 2.6730 1.8739 0.00 0.01 -0.01 0.149
Ta -1.0551 -0.7312 -0.9231 0.21 0.64 0.82 1.173
H -4.1151 2.2077 3.8543 0.00 0.00 0.00 0.147
H 3.0659 3.9064 -1.0009 0.00 0.00 0.00 0.146
H 3.1919 -0.1911 -3.6216 0.01 -0.01 0.01 0.113
H 3.7931 1.5655 -0.6918 0.00 0.00 0.00 0.137
C 1.7975 -1.2286 4.3556 0.01 0.02 -0.01 -0.007
C 0.8764 -1.9924 5.0648 -0.01 0.00 0.01 0.027
H -2.0975 1.7987 -1.4828 0.08 -0.01 0.04 0.146
C -4.5739 2.1765 1.7575 -0.03 -0.02 0.02 0.035
H -4.7556 2.0395 -0.3787 0.01 0.02 0.00 0.147
C -3.7834 1.9106 2.8676 0.01 -0.01 0.03 0.022
O 0.4789 -1.1090 -1.8975 0.08 -0.26 -0.26 -0.738
C 1.4012 -0.5542 3.2153 0.00 0.11 0.06 -0.049
C 1.2425 -3.1888 -3.5687 0.00 -0.01 0.00 -0.256
H -1.9028 -1.5056 3.1930 -0.02 0.00 -0.02 0.113
C 2.3017 -0.7483 -3.9075 -0.01 -0.01 -0.03 -0.258
P -0.4377 0.1870 1.3515 -0.64 -0.40 -0.26 0.992
H 1.4545 -0.0725 -4.0479 0.01 0.01 0.00 0.116
C 1.0844 3.5802 -0.2479 -0.07 0.02 0.02 0.001
H 2.2348 -0.0998 0.2518 0.03 -0.04 -0.01 0.112
H -0.7742 2.9996 0.6338 0.00 0.01 0.02 0.122
C 0.6067 1.3242 0.4748 -0.02 -0.04 -0.22 -0.399
H 2.8189 -1.1467 4.7019 0.00 0.00 0.01 0.138
H -3.2827 0.6923 -1.6121 0.01 0.03 -0.02 0.138
H -1.1575 -2.6784 5.2175 0.00 -0.01 0.00 0.138
C 1.9071 0.9203 0.0837 0.02 0.08 0.03 -0.112
C -4.1367 1.8212 0.4851 -0.03 -0.14 0.03 0.023
C 2.7800 1.8506 -0.4381 0.00 -0.04 0.01 -0.014
C -2.0934 0.9057 1.4505 0.09 0.14 0.05 -0.331
I -2.3815 -2.8021 -0.4165 -0.06 -0.10 -0.02 0.689
H 2.4860 -1.1464 -6.0088 -0.01 0.01 0.00 0.152
H 1.4126 -3.5303 -5.6796 -0.01 -0.01 0.00 0.151
```
Positions in Å, forces in eV/Å.

HOMO-LUMO gap (spin up / spin down): 5.646 / 5.647 eV
total charge: +4
energy: -2075.42612 hartree
energy above the lowest of the compared OMol25 structures with the same formula, charge and spin: 1.148 eV
HOMO level (spin up / spin down): -0.7512 / -0.7512 Eh